No. 1
C4H7N3OS | ωB97M-V with the def2-TZVPD basis set

largest force on an atom = 3.4 eV Å⁻¹
frontier orbital gap (alpha / beta) = 8.321 / 8.323 eV
LUMO energy (alpha / beta) = -0.03 / -0.03 eV
M = 145.187 g mol⁻¹

Positions of all 16 atoms, in Å:
C (-0.291, 1.330, 2.207)
C (-0.325, 0.088, 1.567)
C (-0.170, 0.115, -1.640)
C (0.790, -0.432, -0.642)
N (-0.965, 1.203, 3.341)
N (-0.999, -0.768, 2.302)
N (-1.366, -0.055, 3.353)
O (0.878, -1.769, -0.601)
S (2.228, 0.512, -0.217)
H (0.164, 2.254, 1.920)
H (-0.437, 1.139, -1.395)
H (0.273, 0.098, -2.642)
H (-1.063, -0.506, -1.650)
H (-1.906, -0.429, 4.118)
H (1.529, -2.064, 0.049)
H (2.579, 0.868, -1.462)

Atomic forces in eV per Å
-0.35 -0.48 0.32
1.55 -0.63 -3.00
-0.15 -0.19 0.02
-1.00 0.18 2.61
-0.28 0.39 0.70
0.00 -0.46 -0.29
0.12 0.55 0.13
-0.25 0.33 -0.44
-0.02 0.08 0.31
0.08 0.20 -0.03
0.07 -0.08 0.05
0.10 -0.05 0.04
-0.02 0.02 -0.02
0.11 0.03 -0.17
0.05 0.20 -0.01
-0.01 -0.10 -0.21

***

No. 2
C4H7N3S | ωB97M-V with the def2-TZVPD basis set

largest force on an atom = 5.5 eV Å⁻¹
SMILES string = C=Cn1nccn1.S
frontier orbital gap = 9.704 eV
LUMO energy = 0.77 eV
M = 129.188 g mol⁻¹

Positions of all 15 atoms, in Å:
C (1.673, -1.394, 0.193)
C (0.583, -1.207, -0.731)
C (0.845, 2.713, -1.017)
C (1.564, 2.043, -0.145)
N (2.129, -0.186, 0.608)
N (0.502, 0.076, -0.884)
N (1.350, 0.668, -0.096)
S (-2.407, -1.324, 0.398)
H (2.061, -2.311, 0.458)
H (-0.046, -1.900, -1.186)
H (0.125, 2.322, -1.610)
H (-3.231, -0.662, -0.443)
H (0.968, 3.867, -1.118)
H (2.353, 2.405, 0.469)
H (-2.188, -2.378, -0.455)

Atomic forces in eV per Å
-1.30 2.50 -0.71
3.31 0.65 2.23
2.02 4.98 1.27
-0.54 -0.16 -0.83
-0.87 -1.29 -1.09
-1.99 1.43 -1.25
1.08 -2.28 0.82
-0.30 -0.49 -0.35
1.00 -1.46 1.01
-0.66 -0.78 -0.81
-1.96 -1.45 -1.59
0.21 -0.29 0.08
-0.02 -2.29 0.34
0.31 0.19 0.44
-0.32 0.72 0.44

***

No. 3
C4H7N3S | ωB97M-V with the def2-TZVPD basis set

largest force on an atom = 5.4 eV Å⁻¹
SMILES string = [H]/N=C\N(C=S)N1CC1
frontier orbital gap = 8.817 eV
LUMO energy = 0.05 eV
M = 129.188 g mol⁻¹

Positions of all 15 atoms, in Å:
C (0.814, 1.516, -0.180)
C (2.049, -0.720, 0.022)
C (-1.586, -0.515, -0.796)
C (-1.428, -0.851, 0.621)
H (-0.925, 1.800, 0.629)
H (1.864, 1.930, -0.412)
H (1.853, -1.830, 0.158)
H (-1.664, -1.355, -1.592)
H (-1.804, 0.528, -1.063)
H (-1.765, -1.800, 1.126)
H (-1.525, -0.053, 1.600)
N (-0.068, 2.320, 0.099)
N (0.786, 0.036, 0.019)
N (-0.226, -0.810, -0.171)
S (3.625, -0.195, -0.060)

Atomic forces in eV per Å
3.59 -2.52 0.25
-0.61 0.74 0.18
1.76 -0.72 -1.76
-0.48 0.76 4.94
2.30 1.57 -1.88
-1.61 -1.19 -0.20
-0.11 1.57 -0.35
-0.79 1.79 1.48
0.01 -0.67 -0.07
0.59 0.60 -1.20
0.11 -1.53 -3.31
-4.64 -0.13 2.27
5.14 1.51 -0.09
-3.37 -1.57 -0.38
-1.88 -0.19 0.12

***

No. 4
C4H7N3S2 | ωB97M-V with the def2-TZVPD basis set

largest force on an atom = 3.8 eV Å⁻¹
frontier orbital gap = 7.523 eV
LUMO energy = -0.55 eV
M = 161.255 g mol⁻¹

Positions of all 16 atoms, in Å:
C (-0.746, 0.253, -0.207)
C (-0.182, -1.001, -0.543)
C (-1.732, 0.704, -1.108)
C (1.012, 0.460, 2.841)
N (-0.355, 0.798, 0.930)
N (-0.128, -1.383, -2.670)
N (0.525, 0.077, 1.567)
S (0.928, -1.453, 0.606)
S (1.253, -1.761, -3.139)
H (-1.657, 1.764, -1.442)
H (-2.725, 0.617, -0.798)
H (-1.576, 0.009, -1.964)
H (1.370, 1.402, 2.664)
H (0.210, 0.403, 3.577)
H (1.769, -0.252, 3.120)
H (2.035, -0.636, -3.433)

Atomic forces in eV per Å
1.48 -1.92 1.18
1.64 -0.81 0.52
-0.58 1.81 -3.28
-0.92 -1.88 0.51
0.81 -0.57 0.92
-1.37 0.55 0.69
-0.54 -1.64 -2.42
-1.84 2.41 0.42
1.68 -0.84 -0.79
0.32 -0.63 0.16
-1.62 -0.40 0.89
-0.53 0.98 0.14
1.16 2.51 0.56
0.05 0.30 0.10
0.50 -0.02 0.19
-0.24 0.14 0.20

***

No. 5
C4H7N4O | ωB97M-V with the def2-TZVPD basis set

largest force on an atom = 6.4 eV Å⁻¹
SMILES string = C[n+]1c[nH]c(C(N)=O)n1
frontier orbital gap = 9.481 eV
LUMO energy = -4.61 eV
M = 127.127 g mol⁻¹
total charge = +1

Positions of all 16 atoms, in Å:
C (-0.953, -1.250, 0.047)
C (0.957, -0.094, -0.122)
C (2.472, 0.220, -0.067)
C (-2.798, 0.222, 0.011)
N (-0.458, 0.940, -0.208)
N (0.399, -1.278, -0.006)
N (-1.356, 0.042, -0.112)
N (2.851, 1.481, 0.064)
O (3.108, -0.792, -0.012)
H (-1.643, -2.112, 0.265)
H (-2.972, 1.240, 0.120)
H (-3.408, -0.005, -0.807)
H (-3.273, -0.333, 0.768)
H (0.988, -2.139, 0.042)
H (2.277, 2.210, 0.325)
H (3.808, 1.649, -0.306)

Atomic forces in eV per Å
-0.47 -0.19 -0.14
-4.78 4.31 -0.30
-2.51 -0.73 0.96
0.01 1.24 -0.26
5.36 -2.33 0.06
0.39 -0.57 0.20
-0.30 -4.16 0.89
3.01 -1.26 -1.66
1.10 -0.65 -0.63
1.11 1.16 -0.50
-0.23 1.90 0.74
0.04 -0.74 -2.16
0.30 -0.64 1.56
-0.58 0.82 0.08
-1.45 1.64 0.22
-1.00 0.20 0.94

***

No. 6
C4H7N5 | ωB97M-V with the def2-TZVPD basis set

largest force on an atom = 7.1 eV Å⁻¹
frontier orbital gap = 8.483 eV
LUMO energy = -0.16 eV
M = 125.135 g mol⁻¹

Positions of all 16 atoms, in Å:
C (-1.735, 1.078, -2.319)
C (-0.038, -1.287, -0.526)
C (0.318, -1.743, 0.829)
C (0.399, -0.451, 1.765)
H (-1.713, 2.332, -2.086)
H (-2.231, 1.050, -3.493)
H (-2.542, 0.342, -1.308)
H (-0.184, -0.428, -2.694)
H (-0.133, -1.920, -1.559)
H (0.499, -2.787, 1.357)
H (0.775, -1.065, 3.669)
N (-0.207, 0.670, -2.245)
N (-0.131, 0.074, -0.775)
N (0.516, -0.206, 3.123)
N (0.838, 0.844, 1.099)
N (0.678, 1.031, -0.113)

Atomic forces in eV per Å
-1.36 1.68 0.22
1.37 -2.18 1.40
-0.82 2.95 -0.90
1.91 0.41 3.45
-0.33 -3.87 -0.22
1.65 -0.44 3.52
2.54 2.49 -3.50
-0.13 4.10 0.53
0.07 1.14 3.06
-0.50 2.34 -1.90
-1.28 0.48 -0.75
-3.00 -6.31 1.09
1.22 1.99 -2.12
0.40 -2.27 -4.84
-0.52 -1.40 -0.26
-1.23 -1.11 1.21

***

No. 7
C4H7NO | ωB97M-V with the def2-TZVPD basis set

largest force on an atom = 0.4 eV Å⁻¹
frontier orbital gap = 9.384 eV
LUMO energy = -0.06 eV
M = 85.106 g mol⁻¹

Positions of all 13 atoms, in Å:
C (2.617, -0.297, 0.446)
C (1.150, -0.127, 0.345)
O (0.486, 0.942, 0.416)
C (0.031, -0.922, 0.288)
C (-2.861, 0.293, -0.303)
N (-2.216, 0.844, -1.247)
H (3.084, 0.199, -0.411)
H (2.860, -1.363, 0.446)
H (2.964, 0.184, 1.366)
H (-0.426, -1.064, -0.694)
H (-2.528, 0.267, 0.742)
H (-3.805, -0.214, -0.523)
H (-1.356, 1.258, -0.871)

Atomic forces in eV per Å
-0.13 -0.01 0.00
-0.09 0.00 -0.06
0.07 -0.23 0.02
0.11 0.11 -0.02
0.01 0.07 -0.21
-0.12 -0.12 0.40
-0.04 -0.07 0.15
0.09 0.20 0.03
0.03 -0.09 -0.16
0.07 0.00 0.09
0.01 0.05 -0.14
0.11 0.11 -0.01
-0.14 -0.02 -0.08

***

No. 8
C4H7NO | ωB97M-V with the def2-TZVPD basis set

largest force on an atom = 0.5 eV Å⁻¹
SMILES string = C[C@@]1(C=O)CN1
frontier orbital gap = 10.847 eV
LUMO energy = 0.92 eV
M = 85.106 g mol⁻¹

Positions of all 13 atoms, in Å:
C (-1.005, -0.714, 0.917)
C (-0.068, 0.086, 0.040)
C (0.512, -0.521, -1.195)
N (-0.569, 0.439, -1.282)
C (0.856, 1.059, 0.691)
O (1.313, 2.026, 0.122)
H (-1.948, -0.175, 1.046)
H (-1.236, -1.682, 0.461)
H (-0.569, -0.907, 1.904)
H (1.502, -0.213, -1.526)
H (0.250, -1.560, -1.375)
H (-0.182, 1.349, -1.536)
H (1.143, 0.814, 1.734)

Atomic forces in eV per Å
0.00 -0.02 0.02
-0.02 -0.02 0.20
0.22 -0.25 -0.12
-0.03 0.15 -0.05
0.11 0.24 -0.22
-0.20 -0.38 0.26
0.13 -0.04 0.06
0.03 0.19 0.04
-0.03 0.05 -0.13
-0.13 -0.04 0.15
0.01 0.13 -0.15
-0.05 -0.10 0.03
-0.05 0.12 -0.07

***

No. 9
C4H7NO | ωB97M-V with the def2-TZVPD basis set

largest force on an atom = 0.4 eV Å⁻¹
frontier orbital gap (alpha / beta) = 7.662 / 7.661 eV
LUMO energy (alpha / beta) = -0.21 / -0.21 eV
M = 85.106 g mol⁻¹

Positions of all 13 atoms, in Å:
C (1.570, 0.615, 0.190)
N (0.186, -0.117, -0.713)
C (-0.193, 1.167, -0.644)
C (-0.401, -1.192, -0.208)
C (-1.646, -1.194, 0.520)
O (-2.180, -2.194, 0.972)
H (2.162, 1.319, -0.391)
H (2.079, -0.344, 0.262)
H (1.313, 0.987, 1.182)
H (-1.174, 1.471, -0.270)
H (0.339, 1.883, -1.258)
H (0.114, -2.138, -0.350)
H (-2.137, -0.203, 0.653)

Atomic forces in eV per Å
0.40 0.02 0.18
-0.15 0.26 -0.02
-0.15 -0.11 -0.15
-0.10 -0.14 0.09
0.08 -0.07 -0.01
0.09 0.26 -0.11
-0.13 -0.10 0.07
-0.14 0.13 -0.01
-0.02 -0.03 -0.16
0.15 -0.06 -0.03
-0.02 -0.13 0.12
-0.06 0.12 0.00
0.04 -0.15 0.03

***

No. 10
C4H7NO | ωB97M-V with the def2-TZVPD basis set

largest force on an atom = 3.5 eV Å⁻¹
frontier orbital gap = 10.212 eV
LUMO energy = 0.48 eV
M = 85.106 g mol⁻¹

Positions of all 13 atoms, in Å:
O (-2.694, -0.663, 1.385)
C (-1.519, -0.577, 1.123)
C (-0.948, 0.394, 0.119)
N (0.421, 0.623, 0.270)
C (1.154, 0.688, -0.915)
C (1.428, -0.409, 0.072)
H (-0.774, -1.269, 1.578)
H (-1.531, 1.322, 0.041)
H (-0.862, -0.067, -1.290)
H (1.762, 1.549, -1.216)
H (0.246, 0.229, -1.741)
H (1.131, -1.397, -0.288)
H (2.186, -0.422, 0.861)

Atomic forces in eV per Å
0.54 0.12 -0.06
-0.44 -0.21 -0.48
-0.22 -0.92 -2.25
0.17 0.53 0.67
-1.05 -0.54 -1.61
-0.21 -0.13 -0.11
-0.12 0.21 -0.02
0.12 -0.34 -0.01
-1.45 0.29 3.18
-0.20 -0.54 0.15
3.01 1.24 0.94
-0.16 0.13 0.21
0.00 0.17 -0.61

***

No. 11
C4H7NO | ωB97M-V with the def2-TZVPD basis set

largest force on an atom = 0.6 eV Å⁻¹
SMILES string = O[C@H]1CC=NC1
frontier orbital gap = 10.655 eV
LUMO energy = 0.93 eV
M = 85.106 g mol⁻¹

Positions of all 13 atoms, in Å:
O (1.838, 0.613, 0.483)
C (0.744, 0.337, -0.368)
C (0.217, -1.115, -0.277)
C (-1.169, -0.923, 0.291)
N (-1.499, 0.260, 0.610)
C (-0.519, 1.152, -0.005)
H (1.494, 0.639, 1.385)
H (1.107, 0.571, -1.373)
H (0.828, -1.691, 0.427)
H (0.236, -1.661, -1.225)
H (-1.918, -1.704, 0.368)
H (-0.321, 2.044, 0.597)
H (-1.038, 1.478, -0.912)

Atomic forces in eV per Å
-0.07 -0.12 0.35
-0.35 0.04 -0.26
0.02 0.02 0.00
-0.19 0.06 0.02
-0.04 -0.30 -0.51
0.03 0.40 -0.13
0.19 0.00 -0.01
-0.11 -0.03 0.16
-0.02 0.00 -0.09
-0.08 0.15 0.05
0.27 -0.33 0.46
0.12 -0.17 -0.03
0.24 0.28 0.00

***

No. 12
C4H7NO | ωB97M-V with the def2-TZVPD basis set

largest force on an atom = 4.4 eV Å⁻¹
frontier orbital gap (alpha / beta) = 8.904 / 8.291 eV
LUMO energy (alpha / beta) = 0.19 / -0.33 eV
M = 85.106 g mol⁻¹

Positions of all 13 atoms, in Å:
N (-1.105, -2.202, 1.168)
C (-1.109, -0.985, 0.831)
O (-0.522, -0.701, -0.300)
C (-0.311, 0.596, -0.802)
C (0.410, 1.519, 0.040)
C (0.766, -0.049, -1.785)
H (-1.625, -2.238, 2.026)
H (-1.506, -0.076, 1.276)
H (-1.040, 1.047, -1.481)
H (0.244, 2.602, -0.074)
H (0.788, 1.189, 1.000)
H (1.116, -1.103, -1.685)
H (1.490, 0.458, -2.425)

Atomic forces in eV per Å
-0.46 0.66 0.49
-0.24 -0.06 0.18
-1.12 -0.44 -0.17
2.67 -1.80 -3.01
-0.34 0.84 0.84
1.62 0.76 -0.86
-0.21 -0.48 0.63
-0.42 -0.24 0.83
-0.75 -0.26 0.69
0.33 -0.69 -0.15
0.27 -0.12 -0.23
-0.77 1.00 0.61
-0.58 0.81 0.13

***

No. 13
C4H7NO | ωB97M-V with the def2-TZVPD basis set

largest force on an atom = 4.6 eV Å⁻¹
SMILES string = C/C=C/NC=O
frontier orbital gap = 9.056 eV
LUMO energy = 0.83 eV
M = 85.106 g mol⁻¹

Positions of all 13 atoms, in Å:
C (1.517, -1.239, 1.226)
C (0.183, -0.905, 0.644)
C (0.154, 0.138, -0.369)
C (-1.498, 1.762, -1.269)
H (2.251, -0.703, 0.492)
H (1.565, -0.818, 2.333)
H (1.754, -2.350, 1.313)
H (-0.910, -1.472, 1.004)
H (1.149, 0.856, -0.862)
H (-1.749, -0.362, -0.742)
H (-2.431, 1.809, -1.818)
N (-1.085, 0.488, -0.818)
O (-0.901, 2.796, -1.134)

Atomic forces in eV per Å
0.94 0.14 0.92
-1.71 2.09 -2.68
2.69 -1.38 2.92
0.17 -1.07 0.26
-0.81 -1.12 1.88
0.24 -0.70 -2.26
-0.27 1.42 -0.32
3.43 1.92 -1.11
-3.21 -2.58 1.97
1.01 2.58 -0.56
-0.67 -0.75 0.00
-2.77 -0.48 -1.32
0.97 -0.06 0.29

***

No. 14
C4H7NO | ωB97M-V with the def2-TZVPD basis set

largest force on an atom = 1.4 eV Å⁻¹
SMILES string = C[C@H]1N=CCO1
frontier orbital gap = 10.873 eV
LUMO energy = 1.01 eV
M = 85.106 g mol⁻¹

Positions of all 13 atoms, in Å:
C (-0.591, -1.075, 0.717)
C (-0.141, 0.520, -1.249)
C (0.240, 1.426, -0.081)
O (1.213, 0.635, 0.575)
C (0.842, -0.649, 0.127)
N (0.552, -0.543, -1.304)
H (-0.682, -2.147, 0.566)
H (-1.512, -0.668, 0.241)
H (-0.661, -0.798, 1.770)
H (-1.005, 0.645, -1.885)
H (-0.550, 1.696, 0.630)
H (0.685, 2.333, -0.500)
H (1.609, -1.376, 0.393)

Atomic forces in eV per Å
0.66 -0.31 0.36
0.18 0.55 -0.89
-0.20 0.16 -0.19
-0.12 -0.03 -0.08
-0.77 -0.78 0.82
-1.17 -0.04 0.40
-0.02 -0.19 0.34
1.05 0.09 -0.02
0.21 -0.42 0.16
0.35 0.80 -0.78
-0.17 -0.04 -0.34
-0.01 0.04 0.23
0.00 0.18 -0.01

***

No. 15
C4H7NO | ωB97M-V with the def2-TZVPD basis set

largest force on an atom = 0.3 eV Å⁻¹
SMILES string = C[N@@H+]1C=C([O-])C1
frontier orbital gap = 8.071 eV
LUMO energy = 0.45 eV
M = 85.106 g mol⁻¹

Positions of all 13 atoms, in Å:
C (-1.258, -0.623, -0.592)
C (0.026, 0.377, 1.274)
N (0.022, -0.623, 0.178)
C (1.167, 0.161, -0.451)
C (0.822, 1.292, 0.582)
O (1.208, 2.448, 0.637)
H (-1.526, -1.619, -0.952)
H (-1.136, 0.062, -1.431)
H (-2.051, -0.237, 0.053)
H (-0.740, 0.348, 2.038)
H (0.301, -1.575, 0.430)
H (1.040, 0.311, -1.526)
H (2.125, -0.322, -0.239)

Atomic forces in eV per Å
-0.09 0.02 -0.13
-0.11 0.24 0.18
0.00 -0.20 0.06
0.09 0.06 -0.21
0.18 0.07 0.10
-0.03 -0.33 0.04
0.19 0.06 -0.02
-0.11 -0.09 0.07
0.22 -0.19 -0.10
0.10 0.15 -0.06
-0.15 0.18 -0.02
-0.08 0.02 0.16
-0.20 0.02 -0.08

***

No. 16
C4H7NO | ωB97M-V with the def2-TZVPD basis set

largest force on an atom = 1.1 eV Å⁻¹
SMILES string = O[C@H]1C[C@]12C=N2.[H][H]
frontier orbital gap = 9.352 eV
LUMO energy = 0.96 eV
M = 85.106 g mol⁻¹

Positions of all 13 atoms, in Å:
O (0.011, -1.795, 1.022)
C (-0.791, -0.927, 0.316)
C (-1.010, 0.433, 0.803)
C (0.583, 1.309, -0.376)
N (1.444, 0.485, 0.007)
C (-0.105, 0.099, -0.528)
H (0.898, -1.398, 1.049)
H (-1.637, -1.429, -0.138)
H (-0.500, 0.732, 1.714)
H (-1.889, 0.994, 0.509)
H (0.346, 2.360, -0.466)
H (1.673, -0.339, -1.836)
H (1.006, -0.544, -2.120)

Atomic forces in eV per Å
0.22 -0.09 -0.01
-0.48 -0.03 0.11
-0.72 -0.37 0.59
1.01 0.19 -0.44
-0.12 0.68 0.17
-0.41 0.52 0.66
-0.15 -0.13 0.05
0.17 -0.12 -0.13
-0.04 -0.02 -0.22
-0.12 -0.21 0.14
0.25 0.15 -0.06
0.07 -0.35 -0.49
0.31 -0.21 -0.37

***

No. 17
C4H7NO | ωB97M-V with the def2-TZVPD basis set

largest force on an atom = 1.2 eV Å⁻¹
SMILES string = CO[C@@H](C)C#N
frontier orbital gap = 11.172 eV
LUMO energy = 0.84 eV
M = 85.106 g mol⁻¹

Positions of all 13 atoms, in Å:
C (1.844, 0.285, 0.370)
O (0.837, -0.666, 0.090)
C (-0.386, -0.247, -0.465)
C (-1.544, -0.824, 0.342)
C (-0.524, 1.204, -0.704)
N (-0.687, 2.278, -1.103)
H (1.624, 0.852, 1.286)
H (2.006, 0.996, -0.451)
H (2.759, -0.293, 0.520)
H (-0.453, -0.646, -1.486)
H (-1.480, -1.914, 0.290)
H (-1.493, -0.518, 1.390)
H (-2.502, -0.507, -0.079)

Atomic forces in eV per Å
0.24 0.21 0.06
-0.02 -0.10 0.04
-0.20 -0.12 -0.19
-0.06 -0.02 0.03
-0.15 1.05 -0.53
0.19 -0.93 0.66
-0.01 -0.07 -0.14
-0.08 -0.17 0.07
-0.13 0.14 0.01
0.06 -0.12 0.04
-0.01 0.15 0.06
0.04 0.03 -0.16
0.12 -0.04 0.05